{"formula": "C21H26O17", "method": "the ωB97M-V functional and the def2-TZVPD basis", "e_homo_ev": -9.41, "charge": 0, "fmax_ha_per_bohr": 0.06814, "smiles": "Oc1ccc(O)cc1.O=C1OCCO1.O=C1OCCO1.O=C1OCCO1.O=C1OCCO1.O=C1OCCO1", "gap_ev": 9.4, "e_tot_ev": -57004.091, "species": ["O", "C", "C", "C", "C", "O", "C", "C", "H", "H", "H", "H", "H", "H", "O", "C", "O", "C", "C", "O", "H", "H", "H", "H", "O", "C", "O", "C", "C", "O", "H", "H", "H", "H", "O", "C", "O", "C", "C", "O", "H", "H", "H", "H", "O", "C", "O", "C", "C", "O", "H", "H", "H", "H", "O", "C", "O", "C", "C", "O", "H", "H", "H", "H"], "coordinates": [[3.579133, -0.015104, 2.001191], [3.332633, 1.332507, 1.694063], [4.387887, 2.190364, 1.319896], [4.174011, 3.512786, 1.225215], [2.884184, 4.063459, 1.441767], [2.924701, 5.428385, 1.639090], [1.848508, 3.239366, 1.751344], [2.065676, 1.837429, 1.931154], [3.643670, 0.055260, 2.962438], [5.300062, 1.687038, 1.017663], [4.936459, 4.256518, 1.033250], [3.759697, 5.766287, 1.955227], [0.840733, 3.592725, 1.928387], [1.318195, 1.134622, 2.270426], [-2.802877, 3.790769, -1.583690], [-2.947605, 2.748383, -2.125004], [-4.155113, 2.177994, -2.353173], [-4.052915, 0.999071, -3.201255], [-2.558858, 0.775844, -3.089256], [-1.940375, 1.989192, -2.623961], [-4.531847, 0.078922, -2.869123], [-4.407164, 1.167508, -4.215489], [-2.115354, 0.649919, -4.076408], [-2.284558, -0.013342, -2.394606], [-7.074537, -5.348376, -0.173234], [-6.136960, -4.765701, 0.257205], [-5.185551, -4.192230, -0.533935], [-4.278757, -3.475363, 0.295383], [-4.356757, -4.228506, 1.627387], [-5.712349, -4.704596, 1.538946], [-3.393841, -3.496090, -0.338643], [-4.624849, -2.439164, 0.366295], [-4.266335, -3.610336, 2.513062], [-3.581411, -4.994976, 1.593374], [5.924302, -4.187370, -0.994037], [5.950518, -3.014362, -0.769932], [5.533379, -2.033984, -1.577886], [5.514775, -0.767174, -0.925784], [6.409290, -1.084819, 0.245032], [6.535644, -2.505009, 0.323977], [5.936441, 0.027148, -1.537376], [4.494342, -0.490192, -0.654064], [6.318694, -0.442591, 1.121309], [7.423978, -0.753047, -0.018012], [-1.724960, -1.578092, -0.472173], [-0.545524, -1.490371, -0.663257], [0.414456, -1.427618, 0.233128], [1.670476, -1.617208, -0.379350], [1.441776, -1.258264, -1.830786], [-0.003129, -1.309723, -1.917262], [2.400083, -0.924802, 0.039545], [2.001504, -2.638389, -0.188544], [1.854127, -1.961304, -2.552939], [1.708861, -0.246807, -2.140000], [-5.167860, 3.845931, 1.474896], [-4.381442, 2.981672, 1.305536], [-4.667890, 1.774639, 0.753777], [-3.510101, 1.002376, 0.706637], [-2.501316, 1.772102, 1.602827], [-3.020339, 3.083624, 1.482008], [-3.522997, 0.001822, 1.144735], [-3.150900, 0.904023, -0.317387], [-1.531237, 1.758761, 1.102705], [-2.392489, 1.388462, 2.617692]], "forces_ev_per_angstrom": [[0.21, 0.68, 0.09], [-0.48, 0.61, 0.26], [-0.17, -2.34, -0.44], [-1.00, 1.34, -0.26], [3.20, 0.58, 1.31], [-2.32, 0.08, -0.64], [-1.44, -1.38, 0.38], [1.03, 1.02, -0.90], [0.12, -0.80, -0.02], [0.31, 0.37, 0.39], [0.35, -0.35, -0.23], [0.39, -0.44, -0.06], [0.13, 0.36, 0.10], [-0.34, 0.26, -0.06], [0.03, 0.19, 0.28], [0.09, 0.04, -0.43], [-1.03, -0.68, -0.32], [1.25, 0.43, 0.58], [1.46, -0.29, -1.28], [-1.28, -0.02, 0.34], [-0.55, 0.54, 0.73], [0.04, 0.60, 0.05], [0.06, -0.68, 0.11], [-0.07, -0.18, -0.15], [-0.41, 0.29, 0.52], [1.47, -0.58, -0.83], [-1.12, -0.06, 0.25], [0.10, 0.65, -0.87], [0.00, 0.64, -1.43], [-0.17, -0.48, 0.83], [0.56, 0.12, 0.95], [0.05, -0.03, 0.15], [0.01, 0.02, -0.01], [-0.51, -0.55, 0.43], [-0.40, 0.66, -0.25], [0.87, -1.19, 0.13], [-0.96, 0.15, -1.29], [-0.11, -0.46, 0.66], [2.83, 1.68, -0.27], [-1.11, 0.88, 1.06], [-0.01, -0.25, -0.28], [-0.03, -0.18, 0.02], [-1.12, -1.15, 0.68], [0.04, -0.13, -0.43], [0.48, -0.04, 0.22], [-0.27, 0.90, -1.99], [-0.13, -0.23, 1.34], [1.43, 0.45, -0.01], [-1.09, -0.08, -0.68], [-0.48, -0.67, 0.47], [-0.19, -0.17, 0.43], [-0.04, -0.01, -0.24], [0.02, -0.07, 0.15], [0.27, -0.01, 0.37], [-0.01, 0.01, 0.27], [0.69, 0.38, -0.95], [-0.67, -0.22, 0.67], [2.01, -0.77, 0.82], [0.17, -0.08, -2.12], [-0.73, 0.23, 1.26], [-1.09, -0.07, -0.27], [-0.06, 0.11, 0.01], [0.11, 0.05, 0.28], [-0.39, 0.31, 0.13]]}


{"formula": "C21H28NO2S2", "method": "the ωB97M-V functional and the def2-TZVPD basis", "e_homo_ev": -10.01, "charge": 1, "fmax_ha_per_bohr": 0.04088, "gap_ev": 4.8, "e_tot_ev": -49480.150, "species": ["C", "O", "C", "O", "C", "C", "C", "C", "N", "C", "C", "C", "C", "C", "C", "H", "H", "H", "H", "H", "H", "H", "H", "H", "H", "H", "H", "H", "H", "H", "H", "H", "H", "H", "C", "C", "C", "C", "C", "S", "C", "C", "S", "C", "C", "H", "H", "H", "H", "H", "H", "H", "H", "H"], "coordinates": [[-4.330611, -1.506166, 0.196127], [-3.342587, -0.481045, 0.369333], [-2.398476, -0.870717, 1.247222], [-2.436283, -1.965484, 1.784443], [-1.364525, 0.199942, 1.508329], [-1.926888, 1.285145, 2.446980], [-0.810971, 1.616805, 3.433750], [0.367187, 0.696597, 3.078532], [-0.187791, -0.312953, 2.176039], [0.663336, -1.224892, 1.542275], [0.440689, -2.573685, 1.533482], [1.299863, -3.573650, 0.846939], [2.667897, -3.032033, 0.408541], [2.545459, -1.616394, -0.143375], [1.923121, -0.661825, 0.874955], [-5.073856, -1.060496, -0.462111], [-3.882601, -2.393612, -0.265984], [-4.769101, -1.788472, 1.160258], [-1.103050, 0.649448, 0.531042], [-2.227166, 2.140889, 1.835371], [-2.808151, 0.912399, 2.988382], [-0.508963, 2.665970, 3.351543], [-1.135116, 1.425148, 4.463433], [1.151034, 1.290916, 2.576369], [0.822582, 0.241027, 3.970641], [-0.442741, -2.979495, 2.025749], [1.426589, -4.450821, 1.496957], [0.774673, -3.948253, -0.049189], [3.343201, -3.033017, 1.271786], [3.106982, -3.694030, -0.346773], [3.531707, -1.244597, -0.439414], [1.920465, -1.637588, -1.043053], [1.695003, 0.299142, 0.386388], [2.674523, -0.447216, 1.655478], [-0.990656, -8.422538, 0.173589], [-1.852988, -7.839734, 1.115623], [-1.335019, -7.170144, 2.214815], [0.062502, -7.069032, 2.388770], [0.606685, -6.319067, 3.499598], [2.296474, -6.241576, 3.802653], [2.217251, -5.473525, 5.460331], [0.906585, -4.728621, 5.621223], [-0.406338, -5.563355, 4.661540], [0.924671, -7.666502, 1.442442], [0.398311, -8.330567, 0.344170], [-1.399498, -8.947197, -0.685717], [-2.935886, -7.909514, 0.993252], [-1.998044, -6.711310, 2.952075], [2.315786, -6.282092, 6.193680], [3.081727, -4.807791, 5.532277], [0.565577, -4.720887, 6.660520], [0.968788, -3.701055, 5.245507], [2.005479, -7.597087, 1.586111], [1.077685, -8.784518, -0.382020]], "forces_ev_per_angstrom": [[-0.43, 0.04, -0.31], [0.51, -0.36, 0.50], [-0.22, -1.08, 0.48], [0.04, 1.15, -0.38], [0.40, -0.02, -0.44], [-0.49, -0.05, -0.24], [0.33, 0.00, 0.31], [0.30, 0.21, -0.47], [-0.80, 0.07, 1.14], [0.89, -1.82, -0.55], [-0.21, 1.67, 0.44], [0.39, -0.20, -0.71], [-0.11, -0.15, 0.17], [-0.07, 0.00, -0.02], [-0.03, 0.01, 0.22], [-0.01, -0.14, 0.06], [-0.12, 0.23, 0.11], [0.08, 0.11, -0.29], [-0.18, -0.05, 0.12], [-0.08, -0.10, 0.29], [0.19, 0.12, -0.28], [-0.08, -0.21, 0.16], [0.04, 0.16, -0.25], [-0.05, -0.13, 0.14], [-0.13, -0.03, -0.28], [0.10, 0.37, -0.07], [0.03, 0.10, -0.10], [0.00, 0.02, 0.21], [0.03, 0.07, -0.04], [-0.02, 0.08, 0.14], [-0.13, -0.03, -0.03], [0.04, 0.00, 0.02], [0.00, -0.22, 0.19], [-0.23, 0.07, -0.17], [0.17, 0.30, 0.47], [0.02, -0.08, 0.00], [0.14, 0.07, -0.05], [-0.04, 0.08, -0.31], [0.20, -0.06, 0.91], [-0.63, 0.20, -0.11], [0.06, -0.38, 0.00], [-0.21, 0.27, -0.27], [0.53, -0.22, -0.42], [-0.13, 0.06, 0.10], [0.04, -0.06, -0.03], [0.07, 0.10, 0.15], [0.39, 0.00, 0.01], [0.09, -0.17, -0.35], [0.02, 0.15, -0.19], [-0.18, -0.09, 0.06], [0.12, 0.05, -0.17], [-0.05, -0.20, 0.07], [-0.33, -0.08, -0.18], [-0.30, 0.16, 0.25]]}


{"formula": "CH7NS2", "method": "the ωB97M-V functional and the def2-TZVPD basis", "e_homo_ev": -8.81, "charge": 0, "fmax_ha_per_bohr": 0.02636, "smiles": "CN.SS", "gap_ev": 9.2, "e_tot_ev": -24310.348, "species": ["C", "N", "H", "H", "H", "H", "H", "S", "S", "H", "H"], "coordinates": [[0.203844, -0.295262, 4.374346], [0.103547, 0.111680, 3.009111], [0.903746, -1.123861, 4.507944], [-0.752767, -0.738386, 4.671279], [0.474425, 0.465047, 5.120425], [0.840716, 0.222373, 2.333800], [-0.578723, 0.830261, 2.869771], [0.714995, 0.524450, -2.358510], [-0.858998, -0.544469, -1.648787], [0.842257, 1.439270, -1.394404], [-1.896756, 0.276251, -1.597670]], "forces_ev_per_angstrom": [[0.35, -0.76, 0.59], [-0.83, 0.25, -0.88], [0.16, 0.14, -0.23], [-0.02, 0.24, 0.07], [0.00, 0.12, -0.22], [0.52, -0.20, 0.74], [-0.18, 0.20, -0.08], [-0.04, 0.50, -0.57], [0.13, -1.17, 0.67], [0.11, -0.02, 0.30], [-0.19, 0.70, -0.40]]}


{"formula": "C7H25NO6", "method": "the ωB97M-V functional and the def2-TZVPD basis", "e_homo_ev": -8.94, "charge": 0, "fmax_ha_per_bohr": 0.04865, "smiles": "C/C=C/C/C(C)=C/N.O.O.O.O.O.O", "gap_ev": 9.2, "e_tot_ev": -21438.313, "species": ["C", "C", "C", "C", "C", "C", "C", "N", "H", "H", "H", "H", "H", "H", "H", "H", "H", "H", "H", "H", "H", "O", "H", "H", "O", "H", "H", "O", "H", "H", "O", "H", "H", "O", "H", "H", "O", "H", "H"], "coordinates": [[-1.661497, 1.732344, 2.161108], [-1.516550, 0.564901, 1.247083], [-2.511403, 0.202360, 0.430978], [-2.562103, -1.124899, -0.331276], [-1.271752, -1.455525, -1.015915], [-0.939547, -0.511651, -2.156839], [-0.441000, -2.487676, -0.773744], [0.869658, -2.639722, -1.204367], [-1.028931, 2.586118, 1.884307], [-1.365871, 1.417964, 3.174094], [-2.660881, 2.183170, 2.112312], [-0.604775, 0.008241, 1.024940], [-3.461288, 0.723637, 0.332917], [-3.410667, -1.219169, -0.992166], [-2.754581, -1.821424, 0.495726], [-1.899518, -0.328496, -2.653267], [-0.330687, -0.998099, -2.936105], [-0.403529, 0.418806, -1.949862], [-0.797794, -3.196152, -0.013569], [1.456454, -1.837024, -1.385883], [1.007178, -3.306925, -1.954693], [2.952681, -0.043315, -1.224175], [3.526486, -0.071082, -1.980089], [3.533225, -0.154156, -0.434153], [-3.300353, 2.042765, -1.853430], [-2.563429, 2.602647, -1.617140], [-2.996801, 1.142841, -1.916121], [4.366050, 0.910324, 0.825001], [3.756473, 1.632178, 0.653435], [4.100559, 0.541725, 1.663389], [1.390151, 2.832170, -0.105926], [0.884825, 2.082316, -0.435987], [2.034230, 3.119275, -0.770867], [1.507713, -3.063333, 1.781506], [1.313382, -3.247622, 0.838389], [0.750389, -2.435151, 1.856089], [2.077133, 1.128871, 2.412262], [1.480018, 0.976013, 3.156139], [1.476333, 1.092774, 1.655907]], "forces_ev_per_angstrom": [[0.75, 0.57, 0.14], [-1.14, 0.12, -1.86], [-0.55, -0.59, -0.18], [0.98, -0.44, 1.37], [1.28, 0.13, -1.05], [-0.01, -0.54, -0.73], [-1.87, 0.96, 1.35], [0.93, -0.79, -0.69], [0.37, -0.30, 0.06], [-0.41, 0.39, -0.10], [0.02, -0.64, 0.31], [0.27, 0.10, 0.91], [0.19, 0.29, 0.65], [-0.24, 0.34, -0.39], [-0.01, -0.36, -0.37], [0.19, 0.48, -0.07], [-0.09, -0.07, 0.40], [-0.37, 0.04, 0.35], [0.24, -0.13, -0.30], [-0.37, 0.48, 0.13], [-0.06, -0.18, 0.25], [-0.53, -0.39, 0.64], [0.46, -0.03, -0.44], [-0.23, 0.41, -0.55], [-0.92, 0.53, -0.25], [0.38, -0.11, 0.09], [0.48, -0.24, 0.03], [0.68, -0.15, -0.54], [-0.19, 0.10, 0.22], [-0.34, 0.05, 0.56], [0.13, 0.29, 0.33], [0.32, 0.07, -0.47], [-0.47, -0.48, 0.04], [-1.65, 0.83, -0.89], [0.94, -0.37, 0.11], [0.86, -0.39, 0.77], [-0.56, -0.22, 0.18], [0.27, 0.03, 0.05], [0.28, 0.20, -0.05]]}


{"formula": "C4H10O2", "method": "the ωB97M-V functional and the def2-TZVPD basis", "e_homo_ev": -9.41, "charge": 0, "fmax_ha_per_bohr": 0.00878, "gap_ev": 9.6, "e_tot_ev": -8402.001, "species": ["C", "C", "O", "C", "C", "O", "H", "H", "H", "H", "H", "H", "H", "H", "H", "H"], "coordinates": [[1.768934, 1.367481, -0.075536], [0.573024, 0.437133, 0.036096], [-0.446335, 0.998027, -0.773426], [0.916720, -0.984021, -0.405134], [-2.510918, -1.623837, 0.951544], [-2.573218, -0.974878, -0.193942], [1.490365, 2.379084, 0.233724], [2.598171, 1.021151, 0.550102], [2.107091, 1.409091, -1.117014], [0.244238, 0.409619, 1.091132], [-1.228337, 0.433882, -0.696504], [1.710844, -1.410536, 0.218044], [1.254223, -0.977586, -1.447610], [-1.814999, -0.974765, 1.538051], [0.044858, -1.646394, -0.335751], [-3.155278, -1.463218, -0.798794]], "forces_ev_per_angstrom": [[0.04, 0.03, 0.00], [0.34, -0.11, 0.20], [-0.29, -0.10, -0.02], [-0.02, -0.05, -0.04], [0.12, 0.35, -0.19], [-0.20, -0.36, 0.18], [0.05, -0.14, -0.03], [-0.12, 0.04, -0.08], [-0.04, -0.01, 0.14], [0.03, 0.04, -0.18], [0.13, 0.16, -0.07], [-0.11, 0.09, -0.08], [-0.03, 0.01, 0.14], [-0.11, -0.15, -0.03], [0.17, 0.12, -0.01], [0.06, 0.09, 0.07]]}


What did the third record say?
{"formula": "CH7NS2", "method": "the ωB97M-V functional and the def2-TZVPD basis", "e_homo_ev": -8.81, "charge": 0, "fmax_ha_per_bohr": 0.02636, "smiles": "CN.SS", "gap_ev": 9.2, "e_tot_ev": -24310.348, "species": ["C", "N", "H", "H", "H", "H", "H", "S", "S", "H", "H"], "coordinates": [[0.203844, -0.295262, 4.374346], [0.103547, 0.111680, 3.009111], [0.903746, -1.123861, 4.507944], [-0.752767, -0.738386, 4.671279], [0.474425, 0.465047, 5.120425], [0.840716, 0.222373, 2.333800], [-0.578723, 0.830261, 2.869771], [0.714995, 0.524450, -2.358510], [-0.858998, -0.544469, -1.648787], [0.842257, 1.439270, -1.394404], [-1.896756, 0.276251, -1.597670]], "forces_ev_per_angstrom": [[0.35, -0.76, 0.59], [-0.83, 0.25, -0.88], [0.16, 0.14, -0.23], [-0.02, 0.24, 0.07], [0.00, 0.12, -0.22], [0.52, -0.20, 0.74], [-0.18, 0.20, -0.08], [-0.04, 0.50, -0.57], [0.13, -1.17, 0.67], [0.11, -0.02, 0.30], [-0.19, 0.70, -0.40]]}